Record 1
The following is a quantum chemistry calculation of a cluster of 10 separate species, C20H60O10 in total in a non-equilibrium geometry, from the Open Molecules 2025 dataset.

Last column: Löwdin charge in e.
Geometry (Å):
C  12.864  29.126  1.198  -0.081
C  13.521  29.018  -0.127  -0.368
O  12.521  28.590  -0.954  -0.064
H  13.585  29.252  2.006  0.072
H  12.515  28.123  1.445  0.083
H  12.069  29.872  1.213  0.074
H  14.483  28.512  -0.205  0.096
H  13.739  29.984  -0.583  0.102
H  12.141  29.392  -1.321  0.091
C  15.602  35.104  -0.279  -0.077
C  15.947  36.510  -0.790  -0.311
O  17.279  36.721  -0.341  -0.101
H  16.407  34.531  -0.739  0.047
H  14.600  34.725  -0.479  0.073
H  15.900  34.999  0.764  0.074
H  15.362  37.328  -0.370  0.106
H  15.954  36.567  -1.878  0.088
H  17.638  37.357  -0.964  0.068
C  21.384  29.397  0.453  -0.069
C  21.339  28.191  -0.403  -0.335
O  20.547  27.126  0.024  -0.080
H  21.738  29.186  1.463  0.085
H  20.439  29.935  0.519  0.063
H  21.951  30.178  -0.053  0.086
H  22.324  27.763  -0.591  0.118
H  20.905  28.444  -1.371  0.116
H  20.709  26.493  -0.679  0.102
C  19.578  28.604  4.480  -0.120
C  18.255  28.444  5.119  -0.306
O  17.406  28.857  4.068  -0.096
H  19.857  29.648  4.336  0.085
H  19.804  28.088  3.547  0.067
H  20.422  28.389  5.135  0.072
H  18.178  28.902  6.106  0.117
H  18.013  27.389  5.245  0.102
H  17.898  28.587  3.289  0.015
C  16.686  31.481  -0.154  -0.057
C  17.402  30.118  -0.350  -0.307
O  16.846  29.506  -1.491  -0.084
H  17.116  31.988  0.710  0.077
H  15.633  31.308  0.066  0.054
H  16.884  32.044  -1.066  0.056
H  17.322  29.496  0.541  0.093
H  18.454  30.209  -0.622  0.096
H  17.053  28.578  -1.357  0.035
C  19.920  35.755  -2.393  -0.095
C  20.015  34.203  -2.405  -0.278
O  21.308  33.887  -1.866  -0.097
H  20.635  36.219  -3.073  0.059
H  20.291  36.142  -1.444  0.079
H  19.036  36.240  -2.808  0.055
H  20.083  33.775  -3.405  0.104
H  19.131  33.857  -1.869  0.100
H  21.974  34.151  -2.506  0.077
C  16.389  34.083  -3.946  -0.075
C  15.158  34.720  -4.477  -0.349
O  14.388  35.355  -3.481  -0.074
H  17.121  33.701  -4.657  0.084
H  15.967  33.293  -3.324  0.081
H  16.998  34.782  -3.373  0.057
H  14.572  34.095  -5.151  0.112
H  15.369  35.541  -5.161  0.104
H  13.528  35.590  -3.837  0.088
C  13.774  32.329  3.082  -0.089
C  12.644  32.873  2.281  -0.381
O  11.629  33.029  3.188  -0.054
H  13.438  31.363  3.458  0.075
H  14.089  33.034  3.852  0.084
H  14.618  32.128  2.423  0.065
H  12.417  32.100  1.547  0.095
H  12.962  33.829  1.864  0.110
H  10.835  33.160  2.665  0.089
C  16.953  26.121  -2.853  -0.074
C  16.803  24.772  -2.255  -0.354
O  18.041  24.180  -1.903  -0.068
H  16.005  26.423  -3.298  0.092
H  17.652  26.108  -3.689  0.083
H  17.377  26.883  -2.200  0.052
H  16.250  24.092  -2.902  0.113
H  16.152  24.830  -1.382  0.090
H  17.845  23.424  -1.345  0.084
C  16.543  26.267  0.963  -0.067
C  17.617  26.411  1.968  -0.281
O  18.384  27.594  1.717  -0.123
H  15.801  25.516  1.234  0.091
H  16.925  25.954  -0.009  0.040
H  16.089  27.237  0.759  0.068
H  18.352  25.606  1.992  0.123
H  17.133  26.444  2.944  0.110
H  19.100  27.387  1.111  0.039

Forces on atoms 1 to 6 (eV/Å):
1.310 -0.799 1.716
0.650 2.450 -0.049
-1.624 -1.741 -2.505
0.072 0.781 0.153
-0.699 0.043 -0.189
0.061 -0.206 0.103

The value obtained for the highest occupied orbital energy is -9.46 eV. Its frontier orbital gap is 0.366 Ha. The energy above the lowest of the compared OMol25 structures with the same formula, charge and spin is 416.7 kJ/mol. As for the charge: 0. Its SMILES is CCO.CCO.CCO.CCO.CCO.CCO.CCO.CCO.CCO.CCO.

***

Record 2
The following is a quantum chemistry calculation of a cluster of 2 separate species, C3H9N2 in total in a non-equilibrium geometry, from the Open Molecules 2025 dataset.

Last column: Löwdin charge in e.
Geometry (Å):
C  -3.285  -5.804  0.302  0.352
C  -4.151  -5.019  -0.427  -0.299
C  -3.931  -3.463  -0.339  -0.165
N  -5.048  -2.713  -1.110  0.072
N  -5.180  -5.309  -1.260  0.281
H  -3.557  -6.821  0.601  0.128
H  -2.261  -5.469  0.552  0.139
H  -2.901  -3.330  -0.576  0.107
H  25.115  26.028  3.221  0.000
H  -4.654  -1.935  -1.599  0.079
H  -4.126  -3.044  0.761  0.173
H  -5.336  -6.206  -1.576  0.072
H  -5.381  -3.537  -1.698  0.061
H  24.695  26.621  3.148  0.000

Forces on atoms 1 to 6 (eV/Å):
0.687 -1.304 -0.102
-2.915 2.618 -2.165
-3.411 1.069 1.933
2.152 -4.500 0.617
2.583 2.858 2.761
0.087 0.156 -0.107

The value obtained for the highest occupied orbital energy is -14.26 eV. Its frontier orbital gap is 0.192 Ha. The energy above the lowest of the compared OMol25 structures with the same formula, charge and spin is 675.3 kJ/mol. As for the charge: +1.

***

Record 3
The following is a quantum chemistry calculation of a cluster of 4 separate species, C4H14O3 in total in a non-equilibrium geometry, from the Open Molecules 2025 dataset.

Last column: Löwdin charge in e.
Geometry (Å):
C  0.926  -1.549  -1.911  -0.082
C  0.930  -1.066  -0.444  -0.208
C  2.010  -0.616  0.194  -0.185
C  1.951  -0.194  1.644  -0.103
H  1.982  -1.663  -2.138  0.063
H  0.351  -0.936  -2.588  0.058
H  0.521  -2.554  -1.783  0.070
H  0.048  -1.315  0.139  0.095
H  2.941  -0.519  -0.357  0.096
H  1.291  0.670  1.765  0.069
H  2.931  -0.108  2.096  0.063
H  1.316  -0.907  2.190  0.076
O  -0.419  1.612  -1.532  -0.065
H  0.315  1.279  -0.971  0.042
H  0.123  2.257  -2.020  0.065
O  -2.315  -0.102  -0.393  -0.046
H  -3.229  -0.175  -0.572  0.023
H  -1.950  0.681  -0.843  0.017
O  -1.930  1.201  2.395  -0.064
H  -2.336  0.680  3.067  0.010
H  -2.188  0.701  1.595  0.004

Forces on atoms 1 to 6 (eV/Å):
0.491 -0.397 2.497
0.395 -0.421 -0.733
-0.634 0.239 -0.025
-1.177 -0.635 -0.191
-0.002 0.164 -0.772
-0.055 0.047 -0.174

The value obtained for the highest occupied orbital energy is -9.14 eV. Its frontier orbital gap is 0.360 Ha. The energy above the lowest of the compared OMol25 structures with the same formula, charge and spin is 105.5 kJ/mol. As for the charge: 0. Its SMILES is C/C=C/C.O.O.O.

***

Record 4
The following is a quantum chemistry calculation of an isolated molecule of C6H16N2O in a non-equilibrium geometry, from the Open Molecules 2025 dataset.

Last column: Löwdin charge in e.
Geometry (Å):
C  2.506  1.456  0.000  -0.132
C  1.013  1.258  -0.228  -0.173
C  0.525  -0.362  -0.487  -0.441
C  1.342  -1.320  0.373  -0.041
O  0.899  -0.639  -1.842  -0.039
C  -1.022  -0.441  -0.324  -0.309
C  -1.513  -1.719  0.372  -0.070
N  -1.522  0.796  0.399  -0.118
N  -2.952  0.769  0.650  -0.026
H  3.101  0.931  -0.750  0.072
H  2.791  1.115  1.001  0.071
H  2.759  2.521  -0.057  0.071
H  0.550  1.885  0.543  0.090
H  0.755  1.745  -1.174  0.097
H  2.420  -1.222  0.190  0.081
H  1.152  -2.370  0.115  0.085
H  1.169  -1.172  1.441  0.094
H  0.289  -0.381  -2.546  0.096
H  -1.499  -0.408  -1.313  0.131
H  -1.180  -2.608  -0.171  0.082
H  -2.605  -1.774  0.416  0.065
H  -1.157  -1.763  1.407  0.079
H  -1.351  1.575  -0.246  0.095
H  -3.116  0.421  1.598  0.070
H  -3.357  1.708  0.635  0.070

Forces on atoms 1 to 6 (eV/Å):
0.128 -0.342 -0.143
0.117 -1.033 -0.572
0.348 2.888 0.029
0.281 -0.277 -0.222
0.571 -0.622 0.112
-1.086 0.481 0.548

The value obtained for the highest occupied orbital energy is -8.09 eV. Its frontier orbital gap is 0.330 Ha. The energy above the lowest of the compared OMol25 structures with the same formula, charge and spin is 258.1 kJ/mol. As for the charge: 0. Its SMILES is CC[C@](C)(O)[C@@H](C)NN.

***

Record 5
The following is a quantum chemistry calculation of a cluster of 2 separate species, C2H7ClN2 in total in a non-equilibrium geometry, from the Open Molecules 2025 dataset.

Last column: Löwdin charge in e.
Geometry (Å):
C  -0.201  -1.561  -1.051  -0.067
C  0.025  -0.164  -0.276  -0.356
N  -0.107  2.434  2.027  0.115
N  -0.014  -0.328  1.158  -0.543
Cl  -1.270  -1.032  1.935  0.631
H  -0.881  -1.403  -1.765  0.018
H  0.821  -1.748  -1.406  0.080
H  -0.569  -2.246  -0.383  0.007
H  1.027  0.293  -0.628  0.124
H  -0.853  0.536  -0.574  0.124
H  -0.191  1.651  2.632  -0.069
H  0.193  2.218  1.099  -0.062

Forces on atoms 1 to 6 (eV/Å):
4.069 3.045 1.910
-1.796 -0.240 -1.123
-0.498 2.509 0.520
2.422 0.818 -0.050
-0.896 -0.322 -0.539
-2.281 0.403 -3.095

The value obtained for the highest occupied orbital energy (alpha / beta) is -9.62 / -9.34 eV. Its frontier orbital gap (alpha / beta) is 0.323 / 0.327 Ha. The energy above the lowest of the compared OMol25 structures with the same formula, charge and spin is 360.6 kJ/mol. As for the charge: 0.